Entry 1:
DFT (ωB97M-V/def2-TZVPD) results for a cluster of 6 separate species, C18H48O6 in total at a distorted geometry.

Positions of all 72 atoms, in Å:
C 13.96 9.61 -6.90
C 12.59 9.97 -6.31
C 11.92 8.82 -5.52
O 12.76 11.12 -5.44
H 13.92 8.64 -7.39
H 14.59 9.61 -6.01
H 14.21 10.43 -7.58
H 12.05 10.37 -7.17
H 12.61 8.24 -4.90
H 11.35 8.06 -6.05
H 11.05 9.15 -4.95
H 12.73 10.77 -4.54
C 13.84 5.24 -9.10
C 14.46 5.24 -7.64
C 13.49 5.02 -6.48
O 15.49 4.25 -7.63
H 14.54 5.44 -9.91
H 13.15 6.09 -9.10
H 13.36 4.29 -9.31
H 14.95 6.21 -7.59
H 12.96 4.08 -6.64
H 12.77 5.84 -6.58
H 14.06 5.04 -5.56
H 15.59 4.00 -8.55
C 16.76 8.26 -11.93
C 17.27 8.75 -10.51
C 17.00 7.81 -9.29
O 18.65 8.92 -10.47
H 17.15 9.02 -12.61
H 15.69 8.20 -12.15
H 17.10 7.24 -12.10
H 16.75 9.66 -10.21
H 15.92 7.83 -9.12
H 17.52 8.16 -8.41
H 17.17 6.74 -9.42
H 19.01 8.72 -9.60
C 17.54 3.46 -12.62
C 16.97 2.98 -11.26
C 17.74 3.63 -10.07
O 15.63 3.31 -11.13
H 18.57 3.12 -12.73
H 17.42 4.51 -12.85
H 16.89 2.91 -13.30
H 17.00 1.90 -11.16
H 17.32 4.63 -9.94
H 18.80 3.68 -10.29
H 17.60 3.09 -9.13
H 15.14 2.94 -11.87
C 11.98 6.32 -11.90
C 10.83 6.36 -12.79
C 9.72 5.32 -12.57
O 10.32 7.65 -12.96
H 12.39 5.32 -11.83
H 11.67 6.56 -10.88
H 12.77 7.04 -12.14
H 11.25 6.06 -13.75
H 8.86 5.69 -13.12
H 9.44 5.38 -11.52
H 10.10 4.34 -12.87
H 11.17 8.06 -13.12
C 12.86 -0.66 -3.84
C 13.82 0.29 -4.59
C 13.95 1.67 -3.87
O 15.08 -0.41 -4.66
H 13.41 -0.85 -2.92
H 12.65 -1.65 -4.27
H 11.97 -0.09 -3.61
H 13.52 0.44 -5.62
H 13.03 2.25 -3.75
H 14.59 2.31 -4.47
H 14.27 1.72 -2.83
H 14.86 -1.33 -4.84

**Energy relative to the best compared isomer or geometry (same formula, charge and spin)**: 280.0 kJ/mol
**Energy**: -1165.936472 Ha
**E_HOMO**: -0.3665 Eh
**Structure (SMILES)**: CC(C)O.CC(C)O.CC(C)O.CC(C)O.CC(C)O.CC(C)O
**Frontier orbital gap**: 10.3 eV

Entry 2:
DFT (ωB97M-V/def2-TZVPD) results for a structure of composition C18H49BrN17O30 at a distorted geometry.

Positions of all 115 atoms, in Å:
Br 1.34 -2.86 -2.12
N -0.44 -2.31 -2.29
C -0.87 -1.01 -2.22
C -2.20 -1.08 -2.34
N -2.55 -2.38 -2.51
C -1.44 -3.14 -2.47
H -0.23 -0.17 -2.06
H -2.85 -0.22 -2.29
H -3.48 -2.74 -2.64
H -1.42 -4.21 -2.55
C 0.26 -0.86 1.39
N 0.46 0.60 1.59
O -0.26 1.36 0.97
O 1.32 0.94 2.37
H -0.55 -1.00 0.68
H 1.19 -1.26 1.01
H 0.01 -1.29 2.36
C 2.95 -5.47 1.65
N 3.02 -4.06 1.19
O 4.11 -3.56 1.01
O 1.95 -3.49 1.03
H 3.96 -5.86 1.76
H 2.43 -5.48 2.61
H 2.40 -6.03 0.90
C -0.04 0.43 5.55
N -0.34 -0.38 4.35
O -0.03 -1.55 4.35
O -0.90 0.18 3.42
H 0.46 -0.20 6.28
H 0.62 1.24 5.23
H -0.97 0.82 5.93
C -1.37 3.69 3.16
N -1.44 4.17 4.57
O -1.65 5.34 4.77
O -1.27 3.32 5.43
H -1.53 4.54 2.51
H -0.39 3.26 3.00
H -2.14 2.95 3.03
C -5.08 3.27 0.81
N -3.64 3.12 0.49
O -3.27 2.11 -0.08
O -2.91 4.04 0.81
H -5.61 2.39 0.46
H -5.17 3.38 1.88
H -5.44 4.16 0.30
C -6.72 6.93 3.55
N -7.04 6.09 2.36
O -6.78 4.90 2.43
O -7.53 6.64 1.41
H -6.29 6.30 4.31
H -6.02 7.69 3.23
H -7.65 7.38 3.88
C -1.31 3.25 -2.37
N -1.92 2.84 -3.66
O -2.52 3.67 -4.30
O -1.77 1.67 -3.99
H -1.52 4.30 -2.20
H -1.74 2.64 -1.58
H -0.24 3.08 -2.45
C -2.84 -0.36 -6.18
N -3.42 -0.80 -7.48
O -4.01 0.03 -8.14
O -3.26 -1.96 -7.78
H -3.05 0.69 -6.03
H -3.30 -0.96 -5.40
H -1.77 -0.53 -6.23
C -11.20 4.13 2.40
N -9.91 3.87 3.09
O -9.45 4.75 3.78
O -9.41 2.78 2.92
H -11.53 5.13 2.64
H -11.03 4.03 1.33
H -11.92 3.39 2.75
C 5.09 -1.30 -4.15
N 4.81 -2.33 -3.11
O 5.74 -2.95 -2.66
O 3.64 -2.46 -2.77
H 6.15 -1.29 -4.35
H 4.53 -1.59 -5.04
H 4.76 -0.34 -3.77
C 4.66 -5.94 -2.14
N 4.37 -6.94 -1.08
O 5.30 -7.54 -0.59
O 3.20 -7.10 -0.77
H 5.73 -5.92 -2.30
H 4.14 -6.25 -3.03
H 4.30 -4.98 -1.78
C 9.21 1.14 -4.91
N 7.86 1.04 -4.29
O 6.93 0.71 -4.99
O 7.77 1.30 -3.11
H 9.13 0.88 -5.96
H 9.55 2.17 -4.79
H 9.86 0.45 -4.38
C -10.24 0.30 5.14
N -11.47 0.54 5.95
O -12.54 0.36 5.41
O -11.30 0.89 7.10
H -10.54 0.00 4.14
H -9.68 1.23 5.11
H -9.67 -0.48 5.63
C 7.21 -7.28 3.40
N 5.87 -7.10 4.04
O 4.89 -7.29 3.35
O 5.86 -6.76 5.20
H 7.06 -7.58 2.37
H 7.73 -6.34 3.46
H 7.73 -8.06 3.96
C 13.16 1.69 -3.68
N 12.65 1.27 -5.02
O 12.08 2.10 -5.70
O 12.85 0.12 -5.35
H 12.91 2.73 -3.53
H 12.67 1.06 -2.94
H 14.23 1.54 -3.68

**Energy**: -6475.619748 Ha
**E_HOMO**: -0.4518 Eh
**Frontier orbital gap**: 9.1 eV
**Net charge**: +1

Entry 3:
DFT (ωB97M-V/def2-TZVPD) results for a cluster of 6 separate species, C18H50ClN4O9 in total at a distorted geometry.

Positions of all 82 atoms, in Å:
Cl -1.35 -0.52 2.90
O -0.04 -1.18 2.83
O -2.10 -1.06 1.84
O -1.98 -0.83 4.13
O -1.20 0.89 2.77
C -6.67 -2.16 -5.74
C -6.03 -1.27 -4.60
C -6.53 0.20 -4.53
O -6.22 0.80 -5.79
C -6.59 2.18 -5.83
N -6.33 -1.99 -3.37
H -6.50 -1.65 -6.70
H -7.72 -2.42 -5.67
H -6.15 -3.11 -5.68
H -4.94 -1.27 -4.67
H -5.95 0.71 -3.75
H -7.57 0.42 -4.32
H -6.21 2.83 -5.05
H -7.67 2.23 -5.71
H -6.32 2.61 -6.79
H -5.76 -1.52 -2.69
H -5.85 -2.88 -3.41
C 1.76 2.78 7.79
C 2.82 1.83 7.27
C 3.77 2.22 6.09
O 4.69 1.17 5.90
C 5.18 1.16 4.56
N 3.61 1.37 8.42
H 1.20 2.36 8.63
H 1.04 3.06 7.03
H 2.24 3.72 8.03
H 2.35 0.92 6.90
H 4.37 3.06 6.45
H 3.22 2.51 5.20
H 4.46 1.09 3.74
H 5.88 0.33 4.42
H 5.64 2.14 4.42
H 2.97 0.97 9.09
H 3.80 2.23 8.92
C 1.33 -7.00 -2.05
C 1.69 -6.80 -0.60
C 0.59 -7.22 0.40
O 1.20 -7.34 1.70
C 0.25 -7.21 2.74
N 2.93 -7.56 -0.38
H 1.98 -6.48 -2.74
H 0.38 -6.49 -2.20
H 1.13 -8.03 -2.35
H 1.90 -5.76 -0.34
H -0.01 -8.08 0.10
H -0.19 -6.47 0.31
H -0.22 -8.19 2.80
H -0.49 -6.42 2.59
H 0.77 -7.03 3.68
H 2.82 -8.45 -0.87
H 3.42 -7.16 -1.17
C 4.00 0.68 -4.35
C 3.28 1.04 -3.09
C 3.22 2.55 -2.68
O 4.42 2.87 -2.11
C 4.57 4.22 -1.67
N 1.95 0.55 -3.27
H 5.08 0.80 -4.25
H 3.73 1.38 -5.14
H 3.87 -0.34 -4.71
H 3.69 0.50 -2.23
H 2.43 2.57 -1.93
H 2.98 3.20 -3.52
H 4.55 4.90 -2.52
H 5.53 4.36 -1.16
H 3.79 4.51 -0.97
H 2.05 -0.41 -3.55
H 1.43 0.61 -2.40
C -2.09 6.64 -0.22
C -3.04 7.07 0.87
O -2.66 8.34 1.46
H -2.12 7.39 -1.01
H -2.32 5.74 -0.79
H -1.03 6.68 0.01
H -2.98 6.39 1.72
H -4.09 7.09 0.57
H -3.05 8.44 2.34

**Energy relative to the best compared isomer or geometry (same formula, charge and spin)**: 196.1 kJ/mol
**Energy**: -2071.811860 Ha
**E_HOMO**: -0.2073 Eh
**Frontier orbital gap**: 7.9 eV
**Net charge**: -1

Entry 4:
DFT (ωB97M-V/def2-TZVPD) results for a cluster of 8 separate species, C18H50F6O15PS7 in total at a distorted geometry.

Positions of all 97 atoms, in Å:
P -0.27 0.89 -0.30
F 1.23 1.47 -0.74
F -0.57 0.38 -1.92
F 0.41 -0.65 -0.07
F -1.77 0.28 0.01
F -0.04 1.34 1.22
F -0.87 2.39 -0.69
O 3.70 -5.22 5.07
S 3.33 -4.87 3.68
O 2.01 -5.25 3.14
O 3.55 -3.15 3.54
C 2.83 -2.53 2.42
C 1.37 -2.17 2.87
C 4.60 -5.53 2.50
H 2.89 -3.05 1.46
H 3.25 -1.57 2.14
H 1.22 -1.31 3.53
H 0.92 -2.98 3.46
H 0.80 -2.02 1.95
H 4.47 -4.93 1.60
H 4.24 -6.56 2.53
H 5.59 -5.32 2.91
O 1.46 6.13 -4.04
S 0.65 5.86 -2.84
O 0.62 6.95 -1.82
O -0.80 5.35 -3.28
C -0.97 4.15 -4.00
C -2.43 4.11 -4.57
C 1.40 4.31 -2.16
H -0.92 3.24 -3.39
H -0.13 3.94 -4.67
H -3.03 4.99 -4.34
H -2.98 3.26 -4.17
H -2.34 4.05 -5.65
H 2.49 4.38 -2.22
H 1.14 3.46 -2.79
H 1.03 4.20 -1.15
O -4.68 2.08 1.84
S -4.35 1.58 3.15
O -4.13 2.44 4.31
O -5.48 0.46 3.62
C -6.03 -0.47 2.70
C -6.99 0.34 1.86
C -2.89 0.48 3.01
H -6.59 -1.12 3.36
H -5.20 -0.88 2.11
H -6.64 0.77 0.92
H -7.48 1.11 2.44
H -7.69 -0.40 1.48
H -2.68 0.07 4.00
H -2.14 1.16 2.60
H -3.08 -0.35 2.32
O 6.99 -3.17 1.11
S 6.71 -2.33 -0.06
O 7.64 -2.44 -1.21
O 5.16 -2.70 -0.53
C 4.47 -2.11 -1.64
C 3.07 -1.66 -1.26
C 6.47 -0.60 0.52
H 4.48 -2.81 -2.46
H 5.02 -1.23 -2.00
H 2.36 -1.48 -2.06
H 3.05 -0.79 -0.60
H 2.59 -2.45 -0.67
H 5.81 -0.63 1.38
H 6.06 0.03 -0.28
H 7.44 -0.22 0.83
C 0.71 -2.42 -6.02
S -0.46 -1.00 -5.91
O -1.77 -1.55 -5.43
C 0.45 -0.16 -4.59
H 0.29 -3.28 -6.55
H 0.96 -2.71 -5.00
H 1.59 -2.04 -6.54
H 1.40 0.18 -5.00
H 0.46 -0.82 -3.72
H -0.26 0.58 -4.24
C 0.20 5.19 1.92
S -1.45 4.80 2.48
O -1.81 5.69 3.66
C -2.40 5.28 1.00
H 0.90 4.66 2.57
H 0.37 6.27 2.02
H 0.09 4.78 0.92
H -2.12 6.30 0.75
H -3.41 5.30 1.39
H -2.32 4.58 0.16
C -3.66 -5.19 1.83
S -3.99 -3.38 1.75
O -3.90 -2.76 3.15
C -2.32 -3.12 1.01
H -4.53 -5.68 2.25
H -2.89 -5.49 2.54
H -3.48 -5.60 0.83
H -1.55 -3.65 1.56
H -2.10 -2.08 1.24
H -2.37 -3.38 -0.05

**Spin multiplicity**: 2
**Energy**: -5572.150017 Ha
**E_HOMO (alpha / beta)**: -0.3204 / -0.3204 Eh
**Frontier orbital gap (alpha / beta)**: 7.9 / 3.0 eV

Entry 5:
DFT (ωB97M-V/def2-TZVPD) results for a cluster of 7 separate species, C18H50N2O11PS6 in total at a distorted geometry.

Positions of all 88 atoms, in Å:
C 0.63 3.25 -1.29
C 1.04 3.93 -2.69
C 2.21 5.06 -2.52
C 3.44 4.38 -1.71
N 4.78 4.92 -2.07
C 5.74 4.93 -0.95
N 7.15 5.09 -1.47
C 5.47 6.27 -0.04
O 6.37 6.55 0.86
O 4.35 7.06 -0.27
P 5.73 3.39 0.15
O 5.32 2.09 -0.55
O 7.34 3.13 0.74
O 4.81 3.73 1.57
H 0.14 3.98 -0.55
H -0.17 2.43 -1.51
H 1.48 2.70 -0.77
H 1.47 3.13 -3.42
H 0.09 4.38 -3.17
H 2.50 5.43 -3.56
H 1.85 5.93 -1.86
H 3.42 3.25 -2.00
H 3.18 4.46 -0.60
H 5.17 4.51 -2.93
H 7.20 5.94 -2.04
H 7.40 4.24 -1.99
H 7.34 2.15 0.92
H 5.28 4.45 2.08
C -2.63 -0.43 0.39
S -2.72 1.01 -0.70
O -2.82 2.22 0.17
C -4.38 0.66 -1.33
H -1.68 -0.40 0.93
H -3.46 -0.40 1.11
H -2.68 -1.34 -0.20
H -5.09 0.62 -0.50
H -4.37 -0.29 -1.87
H -4.67 1.46 -2.01
C -7.99 1.41 -4.30
S -6.29 0.96 -4.70
O -5.40 1.79 -3.84
C -6.28 1.71 -6.35
H -8.21 1.08 -3.29
H -8.12 2.50 -4.36
H -8.68 0.92 -5.00
H -6.51 2.77 -6.28
H -7.02 1.21 -6.98
H -5.29 1.58 -6.78
C -3.28 -4.50 3.41
S -2.74 -4.02 1.76
O -3.54 -2.82 1.35
C -3.43 -5.45 0.91
H -2.99 -3.72 4.11
H -4.37 -4.61 3.43
H -2.80 -5.44 3.69
H -4.51 -5.50 1.08
H -2.95 -6.36 1.27
H -3.24 -5.35 -0.16
C -1.45 -1.18 6.67
S -3.22 -1.50 6.69
O -3.49 -2.62 5.74
C -3.70 0.03 5.87
H -0.94 -2.03 7.11
H -1.11 -1.04 5.65
H -1.23 -0.28 7.26
H -3.22 0.10 4.89
H -3.41 0.89 6.48
H -4.78 0.03 5.73
C -1.74 -8.78 5.47
S -1.20 -8.30 3.81
O -2.00 -7.11 3.40
C -1.89 -9.74 2.97
H -1.45 -7.99 6.17
H -2.83 -8.89 5.48
H -1.27 -9.72 5.75
H -2.97 -9.79 3.14
H -1.41 -10.65 3.34
H -1.70 -9.64 1.90
C 8.08 -0.12 -2.90
S 7.97 1.31 -3.99
O 7.89 2.53 -3.13
C 6.30 0.97 -4.59
H 9.04 -0.09 -2.38
H 7.27 -0.09 -2.17
H 8.02 -1.03 -3.49
H 5.61 0.93 -3.76
H 6.30 0.02 -5.13
H 6.01 1.77 -5.27

**Energy**: -4383.331208 Ha
**E_HOMO**: -0.1487 Eh
**Frontier orbital gap**: 5.4 eV
**Net charge**: -1

> energy of number 3 (C18H50ClN4O9)?

-2071.811860 Ha